This record from the OMol25 dataset describes 3 unconnected molecules or ions with the total composition C35H54Br2N4O7S. The level of theory is ωB97M-V/def2-TZVPD.

Geometry (Å):
O 0.896 -6.367 6.596
C 1.302 -5.197 6.837
Br 1.064 -4.344 8.607
C 2.014 -4.427 5.631
C 1.690 -2.872 5.538
C 0.315 -2.290 5.404
Br -1.286 -3.420 5.323
C 0.236 -0.694 5.292
O -0.632 -0.005 5.899
C 1.400 -0.051 4.372
O 1.072 1.035 3.511
C 2.733 -0.621 4.479
C 3.968 -0.098 3.580
C 5.154 -1.189 3.522
C 4.745 -2.595 2.869
C 4.519 -2.573 1.277
C 2.991 -2.893 0.834
C 2.659 -4.466 0.768
C 1.192 -4.593 0.086
S 0.324 -6.191 0.540
C -1.446 -5.807 0.919
N -1.834 -4.602 1.599
N -3.206 -4.640 1.734
C -3.654 -5.864 1.128
O -2.572 -6.619 0.582
C 2.909 -1.828 5.538
O 3.889 -1.943 6.321
H 3.156 -4.514 5.805
H 1.829 -4.943 4.614
H 1.716 1.118 2.773
H 4.315 0.958 3.849
H 3.548 -0.031 2.500
H 6.028 -0.756 2.897
H 5.602 -1.404 4.560
H 3.829 -3.096 3.335
H 5.633 -3.312 3.070
H 4.826 -1.572 0.823
H 5.169 -3.382 0.772
H 2.280 -2.322 1.531
H 2.859 -2.489 -0.239
H 2.654 -4.923 1.815
H 3.395 -5.058 0.111
H 0.562 -3.719 0.507
H 1.319 -4.469 -1.050
H -4.753 -6.186 1.095
C 3.891 2.618 -3.470
C 3.518 1.358 -2.651
C 2.653 0.403 -3.502
C 1.208 0.857 -3.658
C 0.583 1.130 -2.295
C 1.402 2.125 -1.446
N 2.853 1.769 -1.375
O 2.972 0.733 -0.502
C 1.219 3.551 -2.024
C 0.756 2.218 -0.041
C 4.895 0.674 -2.430
H 3.042 3.213 -3.794
H 4.558 3.271 -2.898
H 4.417 2.340 -4.389
H 2.650 -0.595 -3.044
H 3.098 0.276 -4.495
H 1.156 1.743 -4.297
H 0.635 0.077 -4.172
H -0.436 1.508 -2.439
H 0.479 0.177 -1.761
H 1.965 4.242 -1.620
H 0.235 3.957 -1.767
H 1.259 3.589 -3.112
H 0.699 1.250 0.463
H -0.271 2.587 -0.105
H 1.313 2.910 0.601
H 5.548 1.289 -1.802
H 5.407 0.519 -3.383
H 4.804 -0.312 -1.966
C -6.994 4.133 -2.763
C -5.656 3.697 -3.410
C -5.774 2.266 -3.975
C -5.732 1.179 -2.909
C -4.500 1.343 -2.024
C -4.389 2.751 -1.403
N -4.549 3.844 -2.415
O -3.384 3.923 -3.117
C -5.445 2.893 -0.278
C -3.040 2.848 -0.643
C -5.527 4.669 -4.614
H -7.309 3.519 -1.924
H -6.941 5.170 -2.418
H -7.811 4.073 -3.489
H -4.955 2.083 -4.682
H -6.699 2.164 -4.553
H -6.648 1.199 -2.311
H -5.705 0.197 -3.392
H -4.525 0.584 -1.234
H -3.608 1.125 -2.624
H -5.573 3.939 0.016
H -5.141 2.344 0.618
H -6.418 2.480 -0.540
H -2.178 2.651 -1.284
H -2.992 2.111 0.165
H -2.914 3.838 -0.191
H -5.406 5.704 -4.279
H -6.423 4.630 -5.240
H -4.685 4.420 -5.266

**Kohn-Sham gap**: 7.7 eV
**LUMO energy**: -1.3 eV
**Multiplicity**: 3
**HOMO level**: -8.98 eV



This record from the OMol25 dataset describes a molecular structure, C35H54CuN3O5S2Si. The level of theory is ωB97M-V/def2-TZVPD.

Geometry (Å):
Cu 1.220 0.293 0.819
C 3.114 -2.233 -0.203
C 1.793 -2.956 0.050
C 1.479 -3.849 -1.153
C 1.932 -3.817 1.311
O 0.756 -1.970 0.235
Si -0.896 -2.214 0.142
S -1.823 -0.486 0.756
O -1.121 -3.538 1.127
C -2.279 -4.314 1.412
C -2.172 -4.727 2.881
C -3.591 -3.558 1.199
C -2.256 -5.553 0.511
O -1.362 -2.831 -1.321
C -1.792 -2.246 -2.546
C -3.123 -1.514 -2.365
C -1.976 -3.407 -3.527
C -0.740 -1.284 -3.091
H 3.928 -2.961 -0.237
H 3.318 -1.516 0.591
H 3.069 -1.698 -1.148
H 2.330 -4.497 -1.375
H 1.274 -3.220 -2.019
H 0.599 -4.462 -0.958
H 2.677 -4.598 1.142
H 0.976 -4.271 1.556
H 2.255 -3.198 2.149
H -2.135 -3.832 3.504
H -1.261 -5.304 3.046
H -3.033 -5.332 3.169
H -3.569 -2.608 1.727
H -4.435 -4.156 1.550
H -3.723 -3.336 0.140
H -1.387 -6.173 0.739
H -2.191 -5.228 -0.527
H -3.162 -6.148 0.649
H -3.880 -2.196 -1.975
H -3.469 -1.114 -3.321
H -3.002 -0.698 -1.654
H -2.739 -4.100 -3.167
H -1.039 -3.955 -3.634
H -2.280 -3.023 -4.503
H -0.478 -0.547 -2.331
H -1.115 -0.781 -3.985
H 0.168 -1.830 -3.354
C 0.647 2.126 0.661
C -0.036 3.149 0.544
C -0.882 4.195 0.179
C -1.186 5.267 1.097
C -2.340 6.068 0.981
C -2.614 7.069 1.894
C -1.760 7.305 2.965
C -0.627 6.512 3.110
C -0.347 5.512 2.202
C -1.453 4.090 -1.168
C -1.759 5.215 -1.951
C -2.247 5.079 -3.240
C -2.429 3.821 -3.797
C -2.116 2.695 -3.042
C -1.635 2.823 -1.754
H -3.046 5.870 0.186
H -3.507 7.673 1.776
H -1.983 8.089 3.678
H 0.043 6.686 3.944
H 0.535 4.894 2.318
H -1.574 6.203 -1.551
H -2.470 5.968 -3.819
H -2.800 3.717 -4.810
H -2.257 1.705 -3.461
H -1.393 1.949 -1.160
C 1.771 -1.176 6.125
N 2.197 -0.917 4.775
C 3.545 -0.588 4.405
C 3.386 -0.348 2.891
O 4.313 -0.077 2.153
N 2.073 -0.488 2.564
C 1.390 -0.778 3.687
N 0.095 -0.919 3.766
H 2.657 -1.303 6.742
H 1.183 -2.096 6.182
H 1.180 -0.351 6.536
H 4.248 -1.397 4.613
H 3.898 0.330 4.886
H -0.542 -0.764 2.922
H -0.333 -1.099 4.658
C 2.443 1.602 -5.117
C 1.549 1.509 -3.890
S 2.515 0.818 -2.480
O 1.535 0.148 -1.593
C 2.922 2.423 -1.702
C 4.103 2.234 -0.763
H 1.903 2.026 -5.964
H 2.799 0.611 -5.401
H 3.317 2.227 -4.923
H 0.732 0.806 -4.042
H 1.139 2.475 -3.596
H 2.018 2.704 -1.157
H 3.144 3.137 -2.499
H 3.863 1.493 0.003
H 4.349 3.171 -0.262
H 4.984 1.894 -1.311

**Kohn-Sham gap (alpha / beta)**: 5.4 / 6.2 eV
**LUMO energy (alpha / beta)**: 2.2 / 2.2 eV
**Total charge**: -1
**Multiplicity**: 2
**HOMO level (alpha / beta)**: -3.23 / -4.02 eV



Question: What is the multiplicity in the second record?
Answer: 2